Computed, not measured: H8NaO4 as an isolated structure, with ωB97M-V/def2-TZVPD.

Values from the calculation:
* largest force on an atom: 0.44 eV Å⁻¹
* gap between HOMO and LUMO: 8.971 eV
* calculated total energy: -467.83507 a.u.
* HOMO level: -13.991 eV

Geometry as ORCA input:
```
! RIJCOSX wB97M-V def2-TZVPD def2/J DEFGRID3
* xyz 1 1
Na -1.0357 -0.7906 0.1832
O 4.2408 0.1586 -0.3583
H 4.6800 0.8857 0.0829
H 4.3343 0.3522 -1.2910
O -0.8662 -4.4122 -2.6379
H -1.5394 -5.0711 -2.4678
H -0.1621 -4.8948 -3.0711
O -2.0613 0.7978 4.5685
H -2.3756 0.1670 5.2162
H -2.1621 1.6492 4.9941
O -0.8753 3.3849 -1.5966
H -1.7885 3.5992 -1.7870
H -0.3889 4.1741 -1.8350
*
```

Computed, not measured: a 4-piece molecular cluster, H8O4 overall, with ωB97M-V/def2-TZVPD.

Values from the calculation:
* largest force on an atom: 1.41 eV Å⁻¹
* gap between HOMO and LUMO (spin up / spin down): 2.197 / 10.105 eV
* calculated total energy: -305.71342 a.u.
* HOMO level (spin up / spin down): 1.223 / -6.734 eV

Geometry as ORCA input:
```
! RIJCOSX wB97M-V def2-TZVPD def2/J DEFGRID3
* xyz -1 2
O -22.3719 -22.4653 23.4526
H -21.9010 -21.7422 23.8668
H -23.1696 -22.0653 23.1065
O -19.4218 -23.3945 18.8814
H -18.7947 -23.8200 18.2967
H -20.1333 -23.1130 18.3063
O -24.6088 -22.3898 21.4469
H -25.2899 -22.4501 20.7771
H -24.0079 -23.1066 21.2434
O -21.9738 -23.6151 20.8366
H -21.9713 -23.3638 21.7602
H -21.1045 -23.3708 20.5190
*
```

Computed, not measured: a 4-piece molecular cluster, H8O4 overall, with ωB97M-V/def2-TZVPD.

Values from the calculation:
* largest force on an atom: 3.78 eV Å⁻¹
* gap between HOMO and LUMO: 10.425 eV
* calculated total energy: -305.69913 a.u.
* SMILES: O.O.O.O
* HOMO level: -10.111 eV

Geometry as ORCA input:
```
! RIJCOSX wB97M-V def2-TZVPD def2/J DEFGRID3
* xyz 0 1
H 0.0724 -1.4071 -0.8108
H -0.0462 -1.6502 0.5975
H -2.2291 -1.9274 -0.1280
H -3.0948 -1.0157 0.8212
H 4.8433 -0.1194 0.8182
H 3.6118 0.1899 -0.1688
H -1.6661 2.4289 -0.8501
H -1.6254 3.6046 0.1103
O -0.5533 -1.6929 -0.2216
O -2.7098 -1.0307 -0.0160
O 4.6009 -0.0482 -0.1099
O -1.2037 2.6683 -0.0420
*
```

Computed, not measured: a 4-piece molecular cluster, H8O4 overall, with ωB97M-V/def2-TZVPD.

Values from the calculation:
* largest force on an atom: 8.05 eV Å⁻¹
* gap between HOMO and LUMO: 10.386 eV
* calculated total energy: -305.71548 a.u.
* SMILES: O.O.O.O
* HOMO level: -10.252 eV

Geometry as ORCA input:
```
! RIJCOSX wB97M-V def2-TZVPD def2/J DEFGRID3
* xyz 0 1
O 16.9023 25.3083 6.2132
H 16.4300 24.5987 6.1800
H 16.4140 26.0930 6.1622
O 15.4891 27.6322 5.6959
H 15.2955 26.8660 5.0369
H 14.8345 27.5104 6.4302
O 16.2864 22.8943 7.5120
H 15.5142 22.3821 7.5334
H 16.6760 22.6114 6.6928
O 18.4340 25.0289 8.5467
H 17.7266 24.3132 8.5085
H 18.1364 25.3442 7.6697
*
```

Computed, not measured: a 4-piece molecular cluster, H8O4 overall, with ωB97M-V/def2-TZVPD.

Values from the calculation:
* largest force on an atom: 0.35 eV Å⁻¹
* gap between HOMO and LUMO: 10.838 eV
* calculated total energy: -305.74502 a.u.
* SMILES: O.O.O.O
* HOMO level: -10.778 eV

Geometry as ORCA input:
```
! RIJCOSX wB97M-V def2-TZVPD def2/J DEFGRID3
* xyz 0 1
O -2.9141 -0.2183 -2.4057
H -3.5128 -0.8313 -1.9712
H -2.4943 0.2519 -1.6745
O -1.7236 0.1081 0.3711
H -0.8298 0.4388 0.2249
H -1.6514 -0.4807 1.1274
O 2.2706 -0.8310 -0.7168
H 1.9595 -0.2524 -0.0036
H 3.2278 -0.8219 -0.6354
O 1.7919 0.9393 1.5179
H 2.5317 1.3182 2.0037
H 1.3445 0.3793 2.1623
*
```

Computed, not measured: a 4-piece molecular cluster, H8O4 overall, with ωB97M-V/def2-TZVPD.

Values from the calculation:
* largest force on an atom: 4.65 eV Å⁻¹
* gap between HOMO and LUMO: 11.456 eV
* calculated total energy: -305.71859 a.u.
* SMILES: O.O.O.O
* HOMO level: -10.921 eV

Geometry as ORCA input:
```
! RIJCOSX wB97M-V def2-TZVPD def2/J DEFGRID3
* xyz 0 1
O 0.5174 -1.8130 -0.1388
H -0.0134 -2.6181 0.0176
H 0.0707 -1.0687 -0.6147
O 0.5390 1.8234 -1.6031
H 1.2010 1.0942 -1.3340
H 0.2549 1.6017 -2.4376
O 1.0613 0.1691 1.5667
H 2.0618 0.2389 1.6984
H 1.0656 -0.8643 1.3000
O -2.2944 0.0828 0.2855
H -1.8657 0.2728 1.1011
H -2.5982 1.0812 0.1591
*
```

Computed, not measured: a 4-piece molecular cluster, H8O4 overall, with ωB97M-V/def2-TZVPD.

Values from the calculation:
* largest force on an atom: 1.62 eV Å⁻¹
* gap between HOMO and LUMO (spin up / spin down): 11.803 / 3.814 eV
* calculated total energy: -305.33336 a.u.
* HOMO level (spin up / spin down): -15.628 / -15.625 eV

Geometry as ORCA input:
```
! RIJCOSX wB97M-V def2-TZVPD def2/J DEFGRID3
* xyz 1 2
O -7.0242 8.9074 -13.1900
H -6.7259 9.8127 -13.1026
H -6.7431 8.6457 -14.0667
O -8.5469 9.7801 -16.4233
H -8.8109 9.2038 -17.1406
H -7.5919 9.8116 -16.4798
O -5.7449 10.5194 -15.8058
H -5.6603 11.3833 -16.2093
H -4.8820 10.1190 -15.9128
O -6.0032 12.8926 -17.5434
H -5.4065 12.7247 -18.2727
H -6.8446 12.5426 -17.8363
*
```

Computed, not measured: a 4-piece molecular cluster, H8O4 overall, with ωB97M-V/def2-TZVPD.

Values from the calculation:
* largest force on an atom: 2.22 eV Å⁻¹
* gap between HOMO and LUMO (spin up / spin down): 13.383 / 2.323 eV
* calculated total energy: -305.33189 a.u.
* HOMO level (spin up / spin down): -16.821 / -14.199 eV

Geometry as ORCA input:
```
! RIJCOSX wB97M-V def2-TZVPD def2/J DEFGRID3
* xyz 1 2
O 3.1970 1.1390 1.0449
H 2.3021 0.8504 1.2240
H 3.2673 1.9879 1.4815
O -0.6804 -0.6828 -1.4818
H -0.7182 -1.5166 -1.9504
H -0.4684 -0.0377 -2.1565
O -3.1160 -0.2700 -0.2489
H -2.3996 -0.5087 -0.8373
H -2.6958 0.2319 0.4495
O 0.7285 -0.1656 0.9428
H 0.3795 -0.9386 1.3865
H 0.2040 -0.0892 0.1457
*
```

Computed, not measured: H8O4Rb as an isolated structure, with ωB97M-V/def2-TZVPD.

Values from the calculation:
* largest force on an atom: 2.79 eV Å⁻¹
* gap between HOMO and LUMO: 12.251 eV
* calculated total energy: -329.65992 a.u.
* HOMO level: -15.788 eV

Geometry as ORCA input:
```
! RIJCOSX wB97M-V def2-TZVPD def2/J DEFGRID3
* xyz 1 1
Rb 9.2259 4.5249 -5.1444
O 7.4801 3.6867 -7.2935
H 6.8740 4.3707 -7.5220
H 7.4648 3.0212 -7.9309
O 8.1580 6.7879 -6.5613
H 7.4216 6.4998 -7.0742
H 7.7511 7.4496 -5.9925
O 10.8430 4.8372 -2.7209
H 10.9575 3.9857 -2.2306
H 11.7394 5.0257 -3.0990
O 10.5911 2.8371 -7.0708
H 10.2211 3.3926 -7.7727
H 11.3383 3.3461 -6.8418
*
```

Computed, not measured: a 2-piece molecular cluster, H9NSi3 overall, with ωB97M-V/def2-TZVPD.

Values from the calculation:
* largest force on an atom: 4.01 eV Å⁻¹
* gap between HOMO and LUMO: 7.650 eV
* calculated total energy: -928.45386 a.u.
* HOMO level: -8.595 eV

Geometry as ORCA input:
```
! RIJCOSX wB97M-V def2-TZVPD def2/J DEFGRID3
* xyz 0 1
N 2.4028 0.0824 -0.9132
Si -2.2895 -0.8635 1.1204
Si 1.3155 1.3089 -0.3094
Si -0.7743 0.4616 -0.1203
H 3.2792 0.3552 -1.4050
H 2.4391 -0.6848 -0.3402
H -1.4616 -1.8292 1.8033
H -3.3816 -0.2717 1.9241
H -3.1271 -1.1332 -0.1064
H 1.2097 2.5188 -1.2273
H 1.9998 1.7422 1.1050
H -1.4615 0.1883 -1.3564
H -0.1506 -1.8751 -0.1746
*
```

Computed, not measured: a 5-piece molecular cluster, H9O4S overall, with ωB97M-V/def2-TZVPD.

Values from the calculation:
* largest force on an atom: 0.74 eV Å⁻¹
* gap between HOMO and LUMO: 7.718 eV
* calculated total energy: -704.60784 a.u.
* HOMO level: -3.997 eV

Geometry as ORCA input:
```
! RIJCOSX wB97M-V def2-TZVPD def2/J DEFGRID3
* xyz -1 1
S 1.1141 0.7326 -0.2061
H 1.8069 1.7554 -0.7185
H -0.7709 0.9518 -1.6030
H -1.9962 1.7194 -1.9144
O -1.3640 1.1530 -2.3698
H 0.7127 -2.0450 1.8317
H 1.4211 -3.3014 2.4328
O 0.6692 -2.7148 2.5215
H -0.0122 -1.3994 -1.2477
H -0.5783 -1.4801 -2.6236
O -0.3771 -2.0476 -1.8694
H -0.4231 1.4612 1.8609
H -1.3327 2.6303 1.5734
O -1.0464 2.0654 2.2963
*
```

Computed, not measured: a 5-piece molecular cluster, H9O4S overall, with ωB97M-V/def2-TZVPD.

Values from the calculation:
* largest force on an atom: 2.01 eV Å⁻¹
* gap between HOMO and LUMO: 7.274 eV
* calculated total energy: -704.58515 a.u.
* HOMO level: -3.732 eV

Geometry as ORCA input:
```
! RIJCOSX wB97M-V def2-TZVPD def2/J DEFGRID3
* xyz -1 1
S 1.1730 -0.2941 0.3389
H 1.7053 0.8603 -0.1064
H 0.4909 -2.1024 3.2386
H 0.1878 -1.3035 2.0120
O -0.2393 -1.9053 2.6504
H 1.3750 3.0389 0.0905
H 0.3686 3.9605 -0.5325
O 0.8819 3.8437 0.2715
H -2.9687 -1.7576 -0.0049
H -3.2406 -0.6314 0.8728
O -3.7286 -1.3243 0.4120
H 0.8441 0.3997 -3.1225
H 0.6455 -0.9243 -3.2721
O 0.8503 -0.1958 -3.8952
*
```

Computed, not measured: a 5-piece molecular cluster, H9O4S overall, with ωB97M-V/def2-TZVPD.

Values from the calculation:
* largest force on an atom: 1.02 eV Å⁻¹
* gap between HOMO and LUMO: 7.461 eV
* calculated total energy: -704.59133 a.u.
* HOMO level: -3.713 eV

Geometry as ORCA input:
```
! RIJCOSX wB97M-V def2-TZVPD def2/J DEFGRID3
* xyz -1 1
S 1.6094 0.1386 0.3257
H 2.2489 -0.8723 -0.3190
H 0.4514 -2.7395 2.5166
H 0.2485 -1.5909 1.5489
O -0.2323 -2.1851 2.1373
H 0.4202 3.6468 0.5675
H 1.5396 2.6190 0.8175
O 1.0134 3.3235 1.2376
H -2.3340 -1.2188 -0.0546
H -2.8297 -0.0625 0.6358
O -2.9431 -1.0237 0.6569
H 0.1345 -0.5048 -2.8303
H 0.7295 0.5083 -3.5793
O -0.0562 -0.0386 -3.6605
*
```

Computed, not measured: a 5-piece molecular cluster, H9O5 overall, with ωB97M-V/def2-TZVPD.

Values from the calculation:
* largest force on an atom: 2.13 eV Å⁻¹
* gap between HOMO and LUMO: 8.123 eV
* calculated total energy: -381.62257 a.u.
* HOMO level: -4.297 eV

Geometry as ORCA input:
```
! RIJCOSX wB97M-V def2-TZVPD def2/J DEFGRID3
* xyz -1 1
O -0.1657 1.1421 2.9375
H -0.0017 1.3827 1.9212
O -3.3673 0.0106 -2.2700
H -2.9465 0.8494 -2.0460
H -2.5448 -0.4737 -2.4490
O 0.0996 1.1542 0.4196
H -0.4158 0.3681 0.1863
H -1.0238 0.8146 3.1345
O 1.5430 -1.2733 -2.2136
H 2.4230 -1.4565 -1.8849
H 1.3552 -0.4766 -1.7009
O 1.8453 -1.0416 1.1643
H 1.7595 -0.7363 2.0748
H 1.4400 -0.2636 0.7263
*
```

Computed, not measured: a 5-piece molecular cluster, H9S5 overall, with ωB97M-V/def2-TZVPD.

Values from the calculation:
* largest force on an atom: 0.42 eV Å⁻¹
* gap between HOMO and LUMO: 6.967 eV
* calculated total energy: -1996.35968 a.u.
* HOMO level: -3.912 eV

Geometry as ORCA input:
```
! RIJCOSX wB97M-V def2-TZVPD def2/J DEFGRID3
* xyz -1 1
S 0.1953 0.0790 -0.7963
H -0.0839 1.2814 -0.3092
S 3.3170 2.0301 -0.9484
H 2.8463 2.8518 -1.8928
H 2.1939 1.2493 -0.9492
S -0.1130 1.2959 3.0044
H -0.5290 0.3512 2.1394
H 1.0994 1.2141 2.4537
S -0.2446 -3.5408 -1.2646
H -0.2816 -2.6751 -0.2383
H 0.6850 -2.8015 -1.8837
S -3.4359 -0.8722 0.0913
H -3.5561 0.3349 0.6536
H -2.0927 -0.7982 -0.0598
*
```

Computed, not measured: a 2-piece molecular cluster, HI2N overall, with ωB97M-V/def2-TZVPD.

Values from the calculation:
* largest force on an atom: 4.40 eV Å⁻¹
* gap between HOMO and LUMO (spin up / spin down): 7.507 / 7.541 eV
* calculated total energy: -650.56876 a.u.
* HOMO level (spin up / spin down): -9.176 / -9.163 eV

Geometry as ORCA input:
```
! RIJCOSX wB97M-V def2-TZVPD def2/J DEFGRID3
* xyz 0 1
N 0.0947 -0.5076 0.3705
I -1.0507 -1.1814 -1.1852
I -0.5036 1.3669 1.1106
H 1.4596 0.3221 -0.2959
*
```

Computed, not measured: HI2NO3S as an isolated structure, with ωB97M-V/def2-TZVPD.

Values from the calculation:
* largest force on an atom: 4.55 eV Å⁻¹
* gap between HOMO and LUMO: 7.480 eV
* calculated total energy: -1274.50367 a.u.
* HOMO level: -8.818 eV

Geometry as ORCA input:
```
! RIJCOSX wB97M-V def2-TZVPD def2/J DEFGRID3
* xyz 0 1
N 0.4302 -0.4686 -0.9375
O 1.1570 1.0529 1.2868
O -0.6828 -0.4250 1.6528
O -1.0232 1.4011 0.1893
S 0.0016 0.4332 0.7918
I 1.3398 -2.1727 -0.3553
I -2.1429 0.2876 -0.9161
H 0.9202 -0.1084 -1.7118
*
```

Computed, not measured: HIN3P3 as an isolated structure, with ωB97M-V/def2-TZVPD.

Values from the calculation:
* largest force on an atom: 2.93 eV Å⁻¹
* gap between HOMO and LUMO (spin up / spin down): 6.151 / 6.149 eV
* calculated total energy: -1486.52372 a.u.
* HOMO level (spin up / spin down): -8.109 / -8.108 eV

Geometry as ORCA input:
```
! RIJCOSX wB97M-V def2-TZVPD def2/J DEFGRID3
* xyz 0 1
N -0.7771 1.3334 -0.1855
N -0.8088 -1.4616 -0.2992
N 1.2899 -0.4276 0.1064
P -0.0826 2.5933 -0.1208
P 0.7494 -1.8444 -0.3535
P -1.2208 -0.1900 0.5866
I 3.2549 0.0457 0.3071
H -2.4048 -0.0488 -0.0411
*
```

Computed, not measured: HIN3P3 as an isolated structure, with ωB97M-V/def2-TZVPD.

Values from the calculation:
* largest force on an atom: 2.71 eV Å⁻¹
* gap between HOMO and LUMO (spin up / spin down): 5.820 / 6.362 eV
* calculated total energy: -1486.52948 a.u.
* HOMO level (spin up / spin down): -6.673 / -9.498 eV

Geometry as ORCA input:
```
! RIJCOSX wB97M-V def2-TZVPD def2/J DEFGRID3
* xyz 0 3
N 0.1256 -3.1943 -0.1874
N -1.1830 -1.2169 0.8580
N 1.5208 -1.0230 0.2123
P 1.6635 -2.7329 -0.0956
P -1.3699 -2.5090 -0.0684
P 0.2178 -0.4266 1.3017
I 3.1416 0.1012 -0.1516
H -0.2078 0.4081 0.2565
*
```

Computed, not measured: a 2-piece molecular cluster, HIN4 overall, with ωB97M-V/def2-TZVPD.

Values from the calculation:
* largest force on an atom: 1.97 eV Å⁻¹
* gap between HOMO and LUMO (spin up / spin down): 8.073 / 8.051 eV
* calculated total energy: -517.10216 a.u.
* HOMO level (spin up / spin down): -9.733 / -9.710 eV

Geometry as ORCA input:
```
! RIJCOSX wB97M-V def2-TZVPD def2/J DEFGRID3
* xyz 0 1
N -1.4130 -0.7922 -1.6476
N -0.5195 -0.8298 -0.8381
N 0.2301 -0.8109 0.0033
N 0.1719 -3.3402 -0.5195
I 0.7489 -3.5323 -2.3806
H -1.5860 -1.5780 -2.2598
*
```